No. 1
ORCA calculation (wB97M-V/def2-TZVPD) on a molecular structure, C22H25CrN6O7STe.

**Net charge**: 0
**Multiplicity**: 2
**ΔE to the lowest compared entry with this formula, charge and spin**: 8.4 kcal/mol
**Energy**: -3419.20044 hartree
**HOMO-LUMO gap (alpha / beta)**: 6.24 / 6.28 eV

Atoms and positions in Å:
Cr -0.297 -0.360 0.491
N 3.626 0.889 1.557
C 2.889 -0.071 0.978
N 1.627 0.237 1.141
C 1.640 1.421 1.809
N 2.847 1.851 2.088
C 0.368 2.118 2.039
C 0.261 3.358 2.649
N -0.903 3.988 2.755
C -1.963 3.380 2.230
C -1.875 2.137 1.623
N -0.714 1.502 1.545
H 4.627 0.972 1.601
H 3.266 -0.920 0.430
H 1.141 3.847 3.049
H -2.909 3.902 2.287
H -2.727 1.642 1.171
O -2.546 -2.695 0.706
C -2.843 -1.698 0.085
O -2.199 -0.559 0.073
H -3.746 -1.680 -0.553
C 0.602 -4.116 -1.572
S 0.668 -2.347 -1.601
O -0.377 -1.886 -2.472
O 2.030 -1.975 -1.903
O 0.359 -2.028 -0.140
H 0.821 -4.470 -2.576
H -0.398 -4.413 -1.264
H 1.352 -4.470 -0.868
O 0.147 0.738 -0.859
O -0.702 1.719 -1.414
C -0.931 -2.739 4.721
C 0.191 -2.964 3.941
C 0.368 -2.210 2.797
N -0.499 -1.271 2.412
C -1.588 -1.072 3.157
C -1.838 -1.772 4.321
H -1.101 -3.315 5.621
H 0.916 -3.720 4.207
H 1.213 -2.366 2.140
H -2.289 -0.338 2.783
H -2.738 -1.575 4.886
C -2.591 6.395 -5.785
C -2.550 5.168 -4.914
C -2.533 5.267 -3.530
C -2.507 4.140 -2.715
C -2.502 4.335 -1.221
C -2.483 2.869 -3.306
Te -2.531 1.133 -2.074
C -2.479 2.749 -4.705
C -2.440 1.415 -5.408
C -2.521 3.902 -5.482
H -2.565 7.305 -5.187
H -3.499 6.413 -6.391
H -1.741 6.413 -6.470
H -2.542 6.250 -3.071
H -2.442 5.395 -0.973
H -1.654 3.823 -0.766
H -3.415 3.927 -0.780
H -1.811 0.703 -4.877
H -2.061 1.529 -6.423
H -3.441 0.982 -5.477
H -2.518 3.807 -6.563

No. 2
ORCA calculation (wB97M-V/def2-TZVPD) on a molecular structure, C22H25GeIN3Se3TeV at a distorted geometry.

**Net charge**: -1
**Multiplicity**: 4
**ΔE to the lowest compared entry with this formula, charge and spin**: 41.0 kcal/mol
**Energy**: -11808.60143 hartree
**HOMO-LUMO gap (alpha / beta)**: 6.52 / 5.26 eV

Atoms and positions in Å:
V -0.887 -0.682 1.997
Se 0.817 -2.301 3.297
Se 0.873 -1.216 5.359
Te 1.809 0.967 4.586
Se 0.336 1.413 2.677
I -2.746 -0.436 4.233
C -3.382 1.317 3.332
C -4.048 2.222 4.100
C -4.610 3.372 3.486
C -4.534 3.519 2.135
C -3.850 2.566 1.331
C -3.843 2.682 -0.087
C -3.211 1.745 -0.842
C -2.474 0.705 -0.214
C -2.380 0.556 1.151
C -3.184 1.472 1.925
H -4.170 2.062 5.163
H -5.122 4.107 4.094
H -5.004 4.365 1.645
H -4.363 3.515 -0.548
H -3.237 1.805 -1.924
H -1.935 0.025 -0.866
N -1.512 -2.263 1.100
C -1.914 -3.164 0.483
C -2.405 -4.196 -0.284
C -2.650 -3.949 -1.675
N -2.844 -3.732 -2.791
C -2.662 -5.476 0.305
N -2.876 -6.505 0.777
C 6.023 0.943 -1.044
C 5.161 0.155 -0.067
C 3.671 0.389 -0.285
C 2.761 -0.425 0.639
Ge 0.878 -0.211 0.187
C 0.488 -1.522 -1.231
C 1.220 -1.337 -2.564
C 0.972 -0.018 -3.285
C 1.643 0.009 -4.651
H 7.091 0.777 -0.885
H 5.839 2.017 -0.952
H 5.798 0.664 -2.078
H 5.419 0.424 0.962
H 5.372 -0.916 -0.160
H 3.441 0.185 -1.339
H 3.459 1.456 -0.141
H 2.894 -0.129 1.681
H 3.007 -1.491 0.599
H 0.792 1.230 -0.396
H -0.591 -1.577 -1.396
H 0.770 -2.485 -0.792
H 0.908 -2.150 -3.231
H 2.299 -1.468 -2.418
H 1.329 0.817 -2.677
H -0.108 0.134 -3.397
H 2.723 -0.146 -4.558
H 1.492 0.960 -5.167
H 1.257 -0.782 -5.301

No. 3
ORCA calculation (wB97M-V/def2-TZVPD) on a molecular structure, C22H25N3O2 at a distorted geometry.

**Net charge**: 0
**ΔE to the lowest compared entry with this formula, charge and spin**: 507.9 kcal/mol
**Energy**: -1167.34991 hartree
**HOMO-LUMO gap**: 8.54 eV

Atoms and positions in Å:
C 0.247 -2.212 0.276
C -1.109 -1.915 -0.117
C -1.305 -1.590 -1.485
C -0.180 -1.354 -2.347
C 0.975 -1.526 -1.803
C 1.335 -1.994 -0.599
H 2.440 -2.210 -0.226
H 1.848 -1.604 -2.608
C -0.417 -0.835 -3.887
O -0.689 0.523 -3.846
C 0.261 1.274 -3.498
C 0.377 2.586 -4.423
C 1.340 3.723 -3.499
C 0.921 3.911 -2.291
N 0.593 2.880 -1.408
C -0.111 1.965 -2.016
H -0.317 1.176 -1.177
H -1.141 2.447 -2.130
C 0.240 3.098 -0.045
C 0.391 2.040 0.826
N -0.754 1.883 1.687
C -0.058 0.702 2.251
N 0.988 0.238 1.894
O 1.452 1.170 0.895
C -1.241 0.044 3.407
C -0.882 -1.425 3.626
C -1.926 -2.029 3.391
C -1.879 -3.695 3.245
C -0.491 -4.077 3.612
C 0.542 -3.330 4.007
C 0.288 -2.038 3.857
H 1.085 -1.264 4.120
H 1.429 -3.832 4.221
H -0.525 -5.089 3.736
H -2.660 -4.100 3.087
H -2.885 -1.914 2.928
H -2.197 0.453 3.418
H -0.340 0.509 4.447
H -0.645 3.696 -0.063
H 1.176 3.883 0.148
H 1.770 4.657 -1.659
H 0.193 4.530 -2.537
H 1.615 4.535 -4.303
H 2.454 3.230 -3.434
H 0.811 2.254 -5.352
H -0.515 3.022 -4.308
H 1.262 0.928 -3.037
H -1.118 -1.350 -4.117
H 0.477 -1.116 -4.437
H -2.165 -1.147 -2.077
H -1.998 -1.938 0.402
H 0.236 -2.521 1.248

No. 4
ORCA calculation (wB97M-V/def2-TZVPD) on 3 unconnected molecules or ions with the total composition C22H25N3O3P2S at a distorted geometry.

**Net charge**: 0
**SMILES string**: NP(O)c1cc([PH2]=S)cc2c1C(=O)c1ccccc1C2=O.CCCC#N.CCCC#N
**Energy**: -2323.51987 hartree
**HOMO-LUMO gap**: 6.62 eV

Atoms and positions in Å:
N 3.316 -3.428 2.288
P 2.183 -3.070 0.912
O 2.593 -4.027 -0.496
C 2.407 -1.186 0.474
C 3.893 -0.584 0.066
C 3.991 1.037 -0.282
P 5.726 1.702 -0.798
S 6.685 0.173 -1.622
C 2.659 2.014 -0.184
C 1.184 1.403 0.213
C 1.036 -0.232 0.532
C -0.468 -0.788 0.884
O -0.774 -1.785 1.719
C -1.724 -0.039 0.073
C -3.036 -0.897 -0.408
C -4.263 -0.057 -1.169
C -4.140 1.562 -1.416
C -2.806 2.473 -0.981
C -1.600 1.601 -0.220
C -0.208 2.312 0.337
O -0.141 3.520 0.902
H 2.925 -3.009 3.160
H 4.266 -3.024 2.095
H 1.700 -4.131 -0.979
H 4.826 -1.311 0.029
H 5.514 2.638 -1.910
H 6.472 2.299 0.280
H 2.787 3.172 -0.408
H -3.171 -2.051 -0.254
H -5.203 -0.688 -1.512
H -5.017 2.156 -1.921
H -2.728 3.636 -1.193
C -1.356 -5.553 4.282
C -0.219 -6.482 3.879
C 0.938 -6.486 4.878
C 1.625 -5.188 4.946
N 2.164 -4.163 5.004
H -1.032 -4.509 4.310
H -2.176 -5.628 3.560
H -1.749 -5.819 5.269
H 0.143 -6.197 2.884
H -0.614 -7.502 3.796
H 1.661 -7.254 4.578
H 0.572 -6.767 5.872
C -2.724 7.095 -4.889
C -1.816 6.279 -3.979
C -1.980 4.770 -4.161
C -3.310 4.298 -3.754
N -4.362 3.925 -3.436
H -3.780 6.919 -4.667
H -2.529 8.164 -4.753
H -2.547 6.850 -5.941
H -2.009 6.557 -2.935
H -0.774 6.547 -4.193
H -1.221 4.258 -3.557
H -1.790 4.497 -5.205

Question: What is the formula in the first record?
Answer: C22H25CrN6O7STe

Question: Among the records above, which one has the lowest energy?
Answer: C22H25GeIN3Se3TeV

Question: What is the energy in the third record?
Answer: -1167.34991 hartree